<i>
This record from the Open Molecules 2025 dataset describes C43H41GeN5O4PTa as an isolated structure. The level of theory is ωB97M-V/def2-TZVPD.

Each line ends with the Löwdin charge.
Positions of all 96 atoms, in Å:
1 Ta 0.63 0.32 -0.25  1.5782
2 O 2.67 -2.67 -2.44  0.1248
3 C 2.22 -1.88 -1.45  -0.4768
4 O 1.19 -1.09 -1.65  -0.2044
5 C 2.72 -1.87 -0.18  -0.2161
6 C 3.83 -2.59 0.36  0.0251
7 C 4.14 -2.48 1.68  -0.0356
8 C 3.30 -1.68 2.52  0.0432
9 C 2.28 -0.97 1.97  -0.2090
10 N 2.00 -0.97 0.61  -0.0585
11 C 1.32 -0.19 2.76  -0.3997
12 O 1.08 -0.24 3.92  0.2042
13 O 0.54 0.67 1.92  -0.2516
14 H 2.43 -2.28 -3.30  0.1376
15 H 4.42 -3.21 -0.31  0.1323
16 H 4.98 -3.00 2.10  0.1165
17 H 3.46 -1.63 3.59  0.1384
18 C -3.24 2.38 -1.20  -0.0335
19 C -2.95 2.99 -2.43  -0.0110
20 C -1.68 2.93 -2.95  0.0079
21 C -0.68 2.24 -2.26  -0.2125
22 N -0.99 1.56 -1.13  -0.0510
23 C -2.23 1.66 -0.60  -0.1437
24 C 0.74 2.23 -2.61  -0.2028
25 C 1.25 2.95 -3.69  -0.0131
26 C 2.62 2.97 -3.91  -0.0511
27 C 3.47 2.27 -3.06  -0.0525
28 C 2.95 1.54 -2.00  -0.0932
29 C 1.58 1.51 -1.75  -0.2217
30 H -4.21 2.46 -0.74  0.1202
31 H -3.72 3.55 -2.95  0.1284
32 H -1.44 3.43 -3.87  0.1214
33 H -2.39 1.16 0.35  0.1019
34 H 0.61 3.51 -4.35  0.1127
35 H 3.03 3.54 -4.74  0.1154
36 H 4.54 2.29 -3.23  0.1142
37 H 3.64 0.99 -1.36  0.1039
38 C -2.64 -4.22 0.90  -0.0950
39 N -1.36 -4.33 0.04  -0.0574
40 C -1.79 -4.38 -1.44  -0.0857
41 N -2.59 -3.26 -1.78  -0.1362
42 C -3.78 -3.20 -0.92  -0.1330
43 N -3.41 -3.09 0.50  -0.1388
44 C -2.79 -1.81 0.83  -0.2645
45 P -1.21 -1.58 -0.11  0.9985
46 C -0.43 -3.19 0.32  -0.2157
47 C -1.85 -2.00 -1.79  -0.2633
48 H -2.33 -4.15 1.94  0.1508
49 H -3.20 -5.14 0.73  0.1526
50 H -0.89 -5.21 0.27  0.1895
51 H -2.34 -5.31 -1.56  0.1525
52 H -0.87 -4.40 -2.03  0.1524
53 H -4.36 -4.11 -1.06  0.1469
54 H -4.38 -2.34 -1.20  0.1448
55 H -2.60 -1.76 1.90  0.1122
56 H -3.48 -1.00 0.59  0.0983
57 H -0.18 -3.21 1.38  0.1187
58 H 0.49 -3.34 -0.25  0.1002
59 H -1.02 -2.06 -2.49  0.0986
60 H -2.51 -1.19 -2.13  0.1074
61 C 1.40 1.66 1.17  -0.3330
62 Ge 0.99 3.56 1.65  1.0369
63 C 1.00 4.71 0.07  -0.2587
64 C -0.13 4.90 -0.72  -0.1381
65 C -0.10 5.77 -1.80  -0.0832
66 C 1.07 6.45 -2.12  -0.0691
67 C 2.21 6.25 -1.34  -0.0629
68 C 2.17 5.40 -0.25  -0.0846
69 C -0.72 3.60 2.58  -0.2766
70 C -1.71 4.53 2.26  -0.1074
71 C -2.90 4.57 2.98  -0.0760
72 C -3.11 3.70 4.03  -0.0761
73 C -2.12 2.78 4.38  -0.0729
74 C -0.94 2.74 3.66  -0.1050
75 C 2.45 4.07 2.83  -0.2842
76 C 3.76 3.61 2.68  -0.1216
77 C 4.77 4.04 3.53  -0.0769
78 C 4.48 4.95 4.54  -0.0692
79 C 3.19 5.43 4.70  -0.0665
80 C 2.18 4.99 3.85  -0.0946
81 H 2.44 1.46 1.43  0.0577
82 H -1.06 4.40 -0.48  0.0804
83 H -0.99 5.94 -2.39  0.1073
84 H 1.10 7.13 -2.95  0.1109
85 H 3.12 6.78 -1.57  0.1116
86 H 3.05 5.28 0.36  0.0995
87 H -1.55 5.25 1.47  0.0896
88 H -3.65 5.31 2.72  0.1084
89 H -4.03 3.74 4.60  0.1089
90 H -2.27 2.11 5.21  0.1084
91 H -0.17 2.03 3.96  0.0885
92 H 4.01 2.91 1.89  0.0926
93 H 5.77 3.67 3.40  0.1073
94 H 5.27 5.29 5.20  0.1107
95 H 2.96 6.14 5.48  0.1111
96 H 1.17 5.37 3.99  0.1038

Summary:
LUMO level (spin up / spin down) = -5.80 / -5.80 eV
Kohn-Sham gap (spin up / spin down) = 5.9 / 5.9 eV
HOMO (spin up / spin down) = -11.7 / -11.7 eV
Charge = +2


<ii>
This record from the Open Molecules 2025 dataset describes C43H41GeN5O4PTa as an isolated structure. The level of theory is ωB97M-V/def2-TZVPD.

Each line ends with the Löwdin charge.
Positions of all 96 atoms, in Å:
1 Ta -0.02 0.77 0.53  1.6189
2 O -1.18 4.47 2.34  0.1203
3 C -1.04 3.17 2.01  -0.4870
4 O -0.05 2.78 1.26  -0.2041
5 C -1.87 2.19 2.49  -0.2189
6 C -3.03 2.34 3.31  0.0242
7 C -3.70 1.24 3.75  -0.0338
8 C -3.19 -0.05 3.39  0.0441
9 C -2.12 -0.16 2.57  -0.2075
10 N -1.47 0.93 2.02  -0.0579
11 C -1.50 -1.46 2.23  -0.4145
12 O -1.61 -2.49 2.81  0.1999
13 O -0.62 -1.36 1.12  -0.2155
14 H -0.73 5.02 1.68  0.1349
15 H -3.34 3.34 3.58  0.1311
16 H -4.58 1.33 4.36  0.1161
17 H -3.64 -0.96 3.77  0.1382
18 C 3.78 -0.33 -1.60  -0.0306
19 C 3.78 0.54 -2.69  -0.0110
20 C 2.72 1.39 -2.89  0.0050
21 C 1.64 1.39 -2.00  -0.2203
22 N 1.69 0.59 -0.90  -0.0548
23 C 2.72 -0.26 -0.73  -0.1404
24 C 0.39 2.13 -2.18  -0.2058
25 C 0.14 2.94 -3.29  -0.0131
26 C -1.10 3.53 -3.44  -0.0479
27 C -2.08 3.33 -2.48  -0.0507
28 C -1.83 2.54 -1.37  -0.0929
29 C -0.59 1.92 -1.20  -0.2219
30 H 4.57 -1.04 -1.44  0.1190
31 H 4.60 0.53 -3.40  0.1286
32 H 2.70 2.04 -3.76  0.1210
33 H 2.66 -0.90 0.15  0.1053
34 H 0.89 3.09 -4.05  0.1123
35 H -1.30 4.15 -4.30  0.1151
36 H -3.06 3.78 -2.61  0.1142
37 H -2.61 2.40 -0.63  0.1036
38 C 3.30 1.21 5.29  -0.0947
39 N 2.25 2.27 4.92  -0.0591
40 C 2.97 3.44 4.23  -0.0873
41 N 3.74 2.99 3.13  -0.1368
42 C 4.70 1.98 3.55  -0.1380
43 N 4.04 0.82 4.15  -0.1396
44 C 3.26 0.05 3.18  -0.2710
45 P 1.90 1.07 2.46  1.0021
46 C 1.18 1.68 4.04  -0.2182
47 C 2.92 2.54 2.01  -0.2729
48 H 2.76 0.38 5.74  0.1511
49 H 3.95 1.69 6.03  0.1532
50 H 1.81 2.62 5.78  0.1896
51 H 3.61 3.89 5.00  0.1534
52 H 2.20 4.15 3.92  0.1528
53 H 5.38 2.41 4.29  0.1474
54 H 5.28 1.65 2.69  0.1451
55 H 2.84 -0.84 3.67  0.1106
56 H 3.91 -0.31 2.39  0.1006
57 H 0.72 0.85 4.59  0.1202
58 H 0.41 2.44 3.86  0.0982
59 H 2.27 3.34 1.66  0.0959
60 H 3.58 2.26 1.18  0.1065
61 C -1.30 -0.78 -0.11  -0.3370
62 Ge -1.35 -2.04 -1.67  1.0317
63 C -0.97 -1.13 -3.34  -0.2605
64 C 0.33 -0.80 -3.74  -0.1378
65 C 0.57 -0.22 -4.97  -0.0853
66 C -0.49 0.05 -5.83  -0.0680
67 C -1.78 -0.27 -5.45  -0.0614
68 C -2.01 -0.87 -4.22  -0.0832
69 C -0.11 -3.50 -1.33  -0.2785
70 C 0.80 -3.91 -2.30  -0.1061
71 C 1.62 -5.01 -2.08  -0.0771
72 C 1.53 -5.72 -0.89  -0.0752
73 C 0.61 -5.33 0.07  -0.0715
74 C -0.20 -4.23 -0.14  -0.1031
75 C -3.18 -2.69 -1.70  -0.2868
76 C -4.28 -1.97 -1.21  -0.1149
77 C -5.56 -2.48 -1.30  -0.0773
78 C -5.77 -3.72 -1.88  -0.0697
79 C -4.70 -4.45 -2.38  -0.0661
80 C -3.42 -3.93 -2.28  -0.0955
81 H -2.35 -0.59 0.14  0.0467
82 H 1.17 -1.03 -3.09  0.0851
83 H 1.58 0.01 -5.28  0.1048
84 H -0.30 0.50 -6.80  0.1108
85 H -2.60 -0.08 -6.12  0.1111
86 H -3.03 -1.13 -3.95  0.1004
87 H 0.87 -3.39 -3.24  0.0905
88 H 2.31 -5.33 -2.85  0.1077
89 H 2.15 -6.58 -0.73  0.1090
90 H 0.52 -5.89 0.99  0.1087
91 H -0.92 -3.96 0.62  0.0925
92 H -4.15 -0.99 -0.77  0.0890
93 H -6.40 -1.91 -0.93  0.1069
94 H -6.78 -4.12 -1.95  0.1105
95 H -4.86 -5.42 -2.83  0.1113
96 H -2.59 -4.52 -2.66  0.1061

Summary:
LUMO level = -5.83 eV
Kohn-Sham gap = 5.8 eV
HOMO = -11.6 eV
Charge = +2


Most stable structure, least stable structure: <i>, <ii>.